No. 1
Density functional theory data (ωB97M-V/def2-TZVPD) for 2 unconnected molecules or ions with the total composition C5H10O2 in a non-equilibrium geometry.

Output
- Gap between HOMO and LUMO: 7.8769 eV
- Charge: 0
- HOMO level: -0.289 Eh
- Relative energy (zero: lowest compared OMol25 entry of this formula, charge and spin): 5.2707 eV
- DFT total energy: -346.8317 a.u.
- SMILES string: C=C/C=C(/C)O.O

Last column: Mulliken charge in e.
Cartesian coordinates (Å):
H: -1.19 -0.74 -1.25  0.179
C: -0.24 -1.86 0.22  0.846
H: -0.21 2.53 -0.50  -0.089
C: -1.43 -2.66 0.16  -1.196
H: -0.08 3.83 1.06  0.310
H: -1.73 -3.26 1.00  0.379
C: -0.22 1.68 -1.19  -0.458
H: -2.34 -2.15 -0.03  0.367
O: 1.17 -2.31 0.46  -0.539
H: 1.90 -2.05 -0.02  0.315
H: -1.40 -3.35 -0.75  0.246
H: 1.21 0.87 -0.15  0.360
H: -0.95 1.61 -2.01  0.325
C: -0.31 -0.73 -0.59  -0.457
C: 0.32 0.57 -0.64  -0.276
H: 0.75 4.85 0.51  0.336
O: 0.75 4.30 1.34  -0.649

---

No. 2
Density functional theory data (ωB97M-V/def2-TZVPD) for C6H12O in the gas phase in a non-equilibrium geometry.

Output
- Gap between HOMO and LUMO (spin up / spin down): 6.2957 / 9.0114 eV
- Charge: 0
- HOMO level (spin up / spin down): -0.228 / -0.299 Eh
- Relative energy (zero: lowest compared OMol25 entry of this formula, charge and spin): 5.0835 eV
- DFT total energy: -310.8725 a.u.

Last column: Mulliken charge in e.
Cartesian coordinates (Å):
C: 0.63 1.69 -0.05  -0.591
H: -2.29 -1.70 1.45  0.370
C: -1.10 -0.05 0.70  -0.435
H: 1.95 -0.85 0.42  0.327
H: 0.33 -1.40 -1.48  0.316
O: 1.70 -0.12 0.98  -0.490
H: 0.21 2.27 0.79  0.312
H: 0.86 0.14 -2.18  0.454
H: -1.78 -1.90 -0.23  0.303
C: -1.47 -1.53 0.75  -1.232
H: 0.56 2.29 -0.98  0.284
H: -0.90 0.33 1.71  0.346
H: -0.89 -0.27 -2.07  0.372
C: 0.09 -0.33 -1.57  -1.386
C: 1.95 1.03 0.09  -0.579
C: -0.01 0.37 -0.26  0.648
H: -1.97 0.54 0.34  0.302
H: 2.77 1.60 0.51  0.380
H: -0.61 -2.11 1.09  0.298

---

No. 3
Density functional theory data (ωB97M-V/def2-TZVPD) for 3 unconnected molecules or ions with the total composition C4H8O2.

Output
- Gap between HOMO and LUMO: 9.2810 eV
- Charge: 0
- HOMO level: -0.322 Eh
- Relative energy (zero: lowest compared OMol25 entry of this formula, charge and spin): 6.2133 eV
- DFT total energy: -307.4841 a.u.

Last column: Mulliken charge in e.
Cartesian coordinates (Å):
H: -0.71 -0.52 -1.43  0.326
C: 1.29 -0.70 0.73  -0.237
H: -1.01 1.13 -1.60  0.102
H: -1.62 -1.55 0.48  0.267
C: 0.37 1.07 -0.40  -0.318
H: -0.10 1.41 -1.96  0.145
O: 1.37 0.69 0.41  -0.350
H: 2.14 -0.91 1.39  0.224
O: 0.13 -0.97 1.43  -0.384
H: 1.36 -1.27 -0.20  0.431
H: -1.68 -0.03 1.39  0.217
H: 0.26 2.14 -0.37  0.396
C: -1.07 -0.63 0.70  -0.430
C: -0.74 0.14 -0.57  -0.390

---

No. 4
Density functional theory data (ωB97M-V/def2-TZVPD) for a molecular structure, C31H28FeN6PS in a non-equilibrium geometry.

Output
- Gap between HOMO and LUMO (spin up / spin down): 7.5858 / 6.3479 eV
- Charge: +2
- HOMO level (spin up / spin down): -0.481 / -0.502 Eh
- DFT total energy: -3529.5364 a.u.
- ⟨S²⟩: 8.81
- Multiplicity: 6

Last column: Mulliken charge in e.
Cartesian coordinates (Å):
H: -1.14 -2.48 -1.95  0.405
Fe: 0.16 0.39 -0.22  -0.159
C: 4.03 -2.50 -1.35  -0.803
C: 2.60 -0.60 0.18  -0.042
C: -2.60 -1.82 1.07  -1.386
H: 0.83 1.04 -3.56  0.461
H: -2.76 -3.75 -3.33  0.464
H: -5.00 -0.20 -4.21  0.465
H: -1.25 -0.53 3.41  0.335
H: 0.94 -3.18 1.37  0.391
C: 1.93 0.91 2.06  0.571
C: 0.75 1.59 2.53  -0.046
C: -4.18 -0.69 -3.70  -1.200
C: 0.76 2.23 3.77  0.927
C: -1.55 2.81 3.40  -1.060
C: -1.46 2.16 2.16  -0.358
S: -0.63 5.12 -1.09  -0.119
H: -4.65 -2.63 -4.42  0.429
H: -2.76 4.41 -2.05  0.422
H: -2.48 3.27 3.70  0.480
C: -1.99 -1.99 -2.41  -0.431
H: 2.20 -0.42 -5.06  0.444
H: 1.96 2.73 5.51  0.478
C: -0.44 2.85 4.20  -0.885
C: -1.42 2.77 -1.44  -0.593
C: 3.07 0.95 2.83  -0.672
C: -0.62 -1.33 3.03  -1.492
H: 1.32 3.93 -0.18  0.433
P: -0.81 -1.52 1.23  1.037
C: 4.14 -2.48 0.00  -1.193
C: -3.98 -2.05 -3.82  -0.540
C: -3.27 0.01 -2.91  0.643
H: 0.42 -1.12 3.29  0.313
N: -0.37 1.57 1.73  0.452
C: 3.18 -1.57 -2.01  0.738
N: 1.79 0.33 0.83  0.915
H: 3.98 1.63 4.67  0.446
C: 3.07 1.62 4.08  -1.098
H: -0.66 -3.93 1.52  0.477
C: 3.43 -1.52 0.77  -0.254
H: -3.73 2.10 -2.96  0.260
N: 1.58 0.25 -1.83  0.092
C: 3.08 -1.48 -3.42  -0.674
H: 3.99 0.50 2.47  0.735
H: 4.78 -3.18 0.51  0.450
H: 3.54 -1.53 1.85  0.627
H: -3.15 -0.87 1.02  0.294
H: -0.47 3.34 5.16  0.468
C: 2.44 -0.65 -1.26  0.535
C: -0.08 -3.18 0.98  -1.421
H: 3.65 -2.16 -4.04  0.490
H: 4.60 -3.21 -1.94  0.472
N: -1.48 0.35 -1.56  1.114
H: -2.32 2.12 1.50  0.467
H: -2.82 -2.38 0.17  0.405
H: -0.92 -2.26 3.51  0.558
C: 2.28 -0.53 -3.98  -1.155
C: -2.89 -2.69 -3.19  -0.767
N: -3.14 1.36 -2.62  -0.031
C: 1.52 0.31 -3.14  -0.042
C: -1.83 4.04 -1.63  -0.303
C: -2.21 -0.62 -2.26  -0.138
H: -2.96 -2.38 1.94  0.519
H: -0.04 -3.45 -0.07  0.267
C: -2.05 1.50 -1.85  0.131
C: 1.95 2.23 4.55  -0.806
N: -0.18 2.63 -0.86  0.344
C: 0.35 3.80 -0.63  -0.285

---

No. 5
Density functional theory data (ωB97M-V/def2-TZVPD) for a molecular structure, C5H10N in a non-equilibrium geometry.

Output
- Gap between HOMO and LUMO: 10.5277 eV
- Charge: +1
- HOMO level: -0.532 Eh
- Relative energy (zero: lowest compared OMol25 entry of this formula, charge and spin): 4.1267 eV
- DFT total energy: -250.8536 a.u.

Last column: Mulliken charge in e.
Cartesian coordinates (Å):
C: 0.68 1.02 1.71  -1.475
H: 0.30 0.04 -2.75  0.377
H: 0.89 -1.08 1.35  0.301
H: -1.74 0.22 0.48  0.358
C: 0.36 -0.20 -0.64  0.435
H: 1.66 1.12 2.02  0.425
C: -0.87 -1.73 -0.31  -0.384
H: 0.37 1.84 1.19  0.402
H: -0.63 1.24 -1.95  0.379
N: -0.91 -0.38 0.26  -0.202
H: -0.40 -2.47 0.32  0.249
C: 0.28 0.68 -1.88  -1.187
H: 1.24 1.23 -2.06  0.331
H: -1.60 -2.20 -1.08  0.282
H: -0.10 0.86 2.49  0.333
C: 0.48 -0.19 0.85  0.375

---

No. 6
Density functional theory data (ωB97M-V/def2-TZVPD) for a gas-phase ion, C5H12N (charge +1) in a non-equilibrium geometry.

Output
- Gap between HOMO and LUMO: 10.9562 eV
- Charge: +1
- HOMO level: -0.539 Eh
- Relative energy (zero: lowest compared OMol25 entry of this formula, charge and spin): 1.6869 eV
- DFT total energy: -252.1691 a.u.
- SMILES string: C=C([NH3+])CCC

Last column: Mulliken charge in e.
Cartesian coordinates (Å):
H: 2.61 -0.86 -1.77  0.314
H: 0.07 -0.21 2.03  0.347
C: -1.68 1.90 0.39  -1.088
H: -2.19 2.35 1.24  0.263
N: -0.88 0.06 1.76  -0.213
H: 0.73 -1.53 0.35  0.324
H: -1.23 0.53 2.59  0.385
C: -0.17 0.21 -0.65  -0.420
H: 1.70 -0.14 0.36  0.346
H: -1.77 2.46 -0.53  0.287
H: 1.00 -1.36 -2.28  0.315
C: 1.71 -1.39 -1.45  -1.217
H: 2.24 -2.31 -1.18  0.357
H: -1.49 -0.74 1.55  0.378
C: -0.88 0.85 0.50  0.479
H: -0.88 -0.23 -1.38  0.378
H: 0.13 1.09 -1.23  0.364
C: 0.98 -0.68 -0.29  -0.601